1.
Entry from the Open Molecules 2025 dataset: a structure of composition C32H39CoN2O3P2S2 (ωB97M-V/def2-TZVPD).

```
81
Properties=species:S:1:pos:R:3:forces:R:3:mulliken_charge:R:1
Co -0.6530 0.3919 -0.6099 0.03 0.03 -0.03 -0.43
C 0.4450 1.1564 2.7466 0.03 0.01 -0.02 -1.49
P -0.8431 0.3563 1.7356 -0.10 -0.04 -0.01 1.55
C -0.6438 -1.4263 2.2105 -0.03 0.00 -0.08 -0.61
N -0.3489 -1.7794 3.4329 0.00 -0.03 -0.01 -0.48
C -0.2930 -3.1131 3.7069 0.00 -0.01 -0.05 0.08
C 0.0326 -3.5410 5.0138 0.00 0.00 0.00 -0.51
C 0.0511 -4.8740 5.3090 0.00 -0.01 0.00 -0.54
C -0.2513 -5.8346 4.3161 0.00 -0.01 0.02 -0.49
C -0.5595 -5.4444 3.0445 -0.01 0.00 0.00 -0.77
C -0.5803 -4.0704 2.7153 0.01 0.06 0.01 0.05
N -0.8444 -3.6913 1.4332 0.03 -0.01 0.02 -0.32
C -0.8386 -2.4123 1.1711 -0.03 -0.02 0.01 0.63
P -1.0462 -1.8333 -0.5801 0.05 0.07 -0.01 0.57
C -2.8181 -2.1862 -0.8370 -0.01 -0.01 0.02 -1.33
C -0.2021 -3.1359 -1.6450 0.02 0.00 -0.03 2.28
C 1.1480 -3.5864 -1.0826 -0.01 -0.01 0.03 -1.93
C 0.0404 -2.4281 -2.9843 -0.01 0.03 -0.01 -1.82
C -1.0671 -4.3781 -1.8768 0.00 0.01 0.00 -1.96
C -2.4281 0.8225 2.6184 0.00 0.00 0.02 1.88
C -3.5849 0.1460 1.8793 -0.01 0.02 0.02 -1.40
C -2.4684 0.4460 4.0981 -0.01 0.00 0.01 -1.87
C -2.5717 2.3431 2.4767 0.01 0.01 0.03 -1.55
H 0.4224 0.8296 3.7849 0.00 -0.01 0.00 0.38
H 0.2952 2.2346 2.6830 0.01 -0.02 0.00 0.43
H 1.4138 0.9287 2.3052 0.03 -0.03 -0.02 0.28
H 0.2541 -2.7825 5.7535 0.00 0.00 0.00 0.45
H 0.2975 -5.2046 6.3100 0.00 0.00 0.00 0.40
H -0.2320 -6.8864 4.5716 0.00 0.00 -0.01 0.39
H -0.7848 -6.1572 2.2617 0.00 0.00 0.00 0.45
H -3.0773 -3.1936 -0.5137 -0.01 0.00 0.00 0.39
H -3.0525 -2.0504 -1.8929 0.01 0.00 0.00 0.43
H -3.3929 -1.4422 -0.2922 0.01 -0.02 -0.01 0.33
H 1.8052 -2.7460 -0.8743 0.01 0.03 -0.01 0.20
H 1.6375 -4.2173 -1.8316 0.00 0.00 0.00 0.61
H 1.0282 -4.1769 -0.1743 0.00 0.01 0.01 0.29
H 0.7749 -1.6301 -2.8682 -0.01 0.00 0.00 0.23
H -0.8746 -1.9889 -3.3915 0.00 0.00 0.00 0.37
H 0.4245 -3.1477 -3.7138 -0.01 -0.01 0.02 0.54
H -1.3188 -4.8679 -0.9373 -0.01 -0.01 0.03 0.21
H -0.4978 -5.0851 -2.4888 0.00 0.01 0.00 0.55
H -1.9876 -4.1478 -2.4129 -0.01 0.01 0.00 0.35
H -3.5126 -0.9459 1.9334 0.01 0.01 0.02 0.24
H -3.6160 0.4589 0.8345 0.00 -0.02 0.02 0.12
H -4.5294 0.4356 2.3497 0.00 0.00 0.01 0.58
H -2.4430 -0.6323 4.2533 0.00 0.00 -0.01 0.29
H -3.4008 0.8274 4.5270 0.00 0.00 0.00 0.52
H -1.6425 0.8866 4.6588 0.01 0.00 0.00 0.32
H -2.5551 2.6590 1.4347 0.00 0.02 -0.05 0.18
H -1.7897 2.8749 3.0241 -0.03 -0.02 0.00 0.30
H -3.5348 2.6420 2.9019 0.00 0.00 -0.01 0.48
C 6.2329 -1.5502 0.1726 -0.01 0.00 0.00 -0.47
C 5.5140 -1.4711 1.3569 -0.02 0.01 -0.02 -0.76
C 4.1654 -1.1436 1.3323 0.01 -0.01 -0.01 -0.41
C 3.5029 -0.8717 0.1325 0.04 -0.02 -0.06 0.44
C 4.2377 -0.9799 -1.0535 0.01 0.00 0.04 0.19
C 5.5835 -1.3099 -1.0324 -0.02 0.00 0.02 -0.82
C 2.0518 -0.5762 0.1563 -0.07 0.06 -0.02 -0.40
C 1.3113 0.2328 -0.6276 0.14 -0.03 0.06 1.15
C 2.0088 1.1074 -1.6088 0.00 0.00 -0.02 -0.24
C 3.0465 1.9522 -1.2097 -0.03 0.01 0.02 0.01
C 3.6879 2.7815 -2.1171 0.00 -0.01 -0.01 -0.91
C 3.3094 2.7822 -3.4524 0.01 0.01 0.01 -0.42
C 2.2590 1.9705 -3.8598 -0.02 -0.03 0.02 -0.94
C 1.6044 1.1620 -2.9440 0.04 -0.01 -0.04 -0.07
H 7.2849 -1.8069 0.1859 0.00 0.00 0.00 0.38
H 6.0036 -1.6667 2.3034 0.00 0.00 0.01 0.40
H 3.6062 -1.0919 2.2613 0.00 0.00 0.00 0.39
H 3.7416 -0.7985 -1.9981 0.00 0.00 -0.01 0.35
H 6.1291 -1.3849 -1.9653 0.00 0.00 0.00 0.40
H 1.5451 -1.1504 0.9320 -0.02 0.01 0.05 0.46
H 3.3458 1.9566 -0.1683 0.01 -0.01 0.01 0.35
H 4.4857 3.4321 -1.7785 0.00 0.00 0.00 0.38
H 3.8084 3.4295 -4.1632 0.00 0.00 0.00 0.37
H 1.9232 1.9916 -4.8895 0.00 0.00 0.00 0.38
H 0.7411 0.5880 -3.2599 0.01 -0.01 0.00 0.41
O -2.5081 0.6448 -1.2398 -0.08 0.06 0.02 -0.66
S -2.6064 2.1370 -1.5570 0.13 -0.02 0.00 1.08
O -2.7789 2.3433 -2.9763 -0.02 0.01 0.02 -0.70
O -3.6114 2.7614 -0.7185 0.00 -0.03 0.04 -0.69
S -0.7064 2.6582 -0.9657 -0.09 -0.08 -0.05 -0.50
```
Forces are in eV/Å.

HOMO-LUMO gap (alpha / beta)   5.8 / 6.1 eV
HOMO energy (alpha / beta)   -0.160 / -0.171 Ha
<S²>   0.769
2S+1   2
Charge   -1
Strongest force on any atom   0.2 eV/Å
Energy above the lowest of the compared OMol25 structures with the same formula, charge and spin   0.0 kcal per mole


2.
Entry from the Open Molecules 2025 dataset: a structure of composition C32H39FN4NiO6S2 (ωB97M-V/def2-TZVPD).

```
85
Properties=species:S:1:pos:R:3:forces:R:3:mulliken_charge:R:1
Ni 0.7745 -1.2513 1.3664 -0.06 0.30 -0.33 0.26
C 6.2278 1.6874 1.8576 -0.01 0.00 -0.01 -1.05
C 5.9696 0.2736 2.3683 0.01 -0.02 -0.01 -0.67
N 4.6215 0.0787 2.8862 0.00 -0.01 -0.02 0.11
C 4.4480 0.0747 4.3277 -0.02 0.00 0.01 -0.92
C 4.3937 1.4678 4.9435 -0.02 0.00 0.00 -0.97
C 3.5775 -0.0611 2.0172 0.02 0.12 -0.01 0.50
S 1.9812 -0.0292 2.6669 0.04 -0.02 0.06 -0.32
N 3.9281 -0.0875 0.7369 -0.04 -0.06 0.00 -0.22
C 3.0747 -0.4307 -0.2369 0.05 0.08 0.01 -0.13
O 2.0400 -1.1097 -0.1412 -0.08 -0.24 0.06 -0.66
C 3.4503 0.0492 -1.6071 -0.01 0.00 -0.01 0.40
C 2.4592 0.1220 -2.5809 -0.01 0.03 0.03 -0.08
C 2.7621 0.6076 -3.8443 0.00 0.00 -0.01 -0.74
C 4.0572 1.0038 -4.1472 -0.01 0.00 0.01 -0.35
C 5.0493 0.9325 -3.1763 0.01 0.00 0.00 -0.69
C 4.7436 0.4682 -1.9063 0.01 -0.03 0.00 -0.19
H 7.2422 1.7660 1.4581 0.00 0.00 0.00 0.33
H 6.1141 2.4252 2.6527 0.00 0.00 0.00 0.34
H 5.5225 1.9224 1.0618 0.00 0.00 0.00 0.24
H 6.6591 0.0327 3.1812 0.00 0.01 0.00 0.40
H 6.1416 -0.4377 1.5611 0.01 -0.01 0.01 0.40
H 5.2758 -0.4981 4.7583 0.01 0.02 0.00 0.37
H 3.5257 -0.4579 4.5488 0.01 -0.02 0.01 0.48
H 5.3324 2.0082 4.8053 0.00 0.00 -0.01 0.26
H 4.1976 1.3983 6.0158 0.00 0.00 0.00 0.40
H 3.5889 2.0426 4.4841 0.00 0.00 0.00 0.26
H 1.4454 -0.1526 -2.3217 0.00 0.00 -0.01 0.29
H 1.9754 0.6963 -4.5825 0.00 0.00 0.01 0.41
H 4.2913 1.3841 -5.1347 0.00 0.00 0.00 0.35
H 6.0592 1.2510 -3.4075 0.00 0.00 0.00 0.39
H 5.4973 0.4214 -1.1313 0.00 0.01 0.00 0.41
N -1.0030 -4.5644 3.0512 0.32 0.12 0.10 -0.58
C -0.4532 -3.3295 3.3488 -0.08 -0.28 -0.07 0.27
O 0.6500 -3.2187 3.8499 0.02 0.09 0.25 -0.67
C -1.3850 -2.1672 3.0682 -0.08 0.01 -0.03 0.30
C -0.7152 -0.9062 2.5249 0.22 -0.20 0.14 0.14
H -0.2972 -5.2880 3.0716 0.01 0.01 0.07 0.29
H -1.5112 -4.5372 2.1675 -0.14 -0.01 -0.03 0.35
H -1.9097 -1.9955 4.0186 0.02 0.11 -0.02 0.63
H -2.1406 -2.5157 2.3657 0.00 -0.04 0.13 -0.59
H -0.4753 -0.2139 3.3349 0.00 0.00 0.00 1.15
H -1.3963 -0.3910 1.8375 0.28 -0.03 0.13 -1.08
F -3.4780 5.7936 -4.1227 0.02 -0.02 0.01 -0.41
C -2.8130 4.7541 -3.4826 0.03 0.02 0.02 0.41
C -3.1895 3.4435 -3.7175 -0.04 -0.01 0.00 -0.52
C -2.5314 2.4075 -3.0829 -0.02 0.01 0.04 -0.52
C -1.4419 2.6157 -2.1637 0.13 0.05 -0.10 0.84
C -0.7934 1.5819 -1.5105 0.02 -0.09 -0.07 -0.88
C -1.0941 4.0050 -1.9880 -0.03 -0.07 0.04 -0.62
C -1.7615 5.0321 -2.6241 -0.04 0.02 -0.03 -0.43
H -4.0010 3.2375 -4.4093 0.01 0.00 0.02 0.37
H -2.8349 1.3872 -3.2908 -0.02 -0.02 0.00 0.40
H -1.1132 0.5547 -1.6448 0.01 -0.01 -0.05 -0.45
H 0.0804 1.7545 -0.8938 -0.04 0.06 0.08 0.17
H -0.2788 4.2474 -1.3140 0.01 0.00 0.00 0.29
H -1.4690 6.0639 -2.4561 -0.01 0.00 0.00 0.37
C -3.5505 2.3987 0.4584 -0.08 0.04 0.08 -1.44
C -4.0995 1.0602 0.0591 0.01 0.07 -0.05 0.79
C -4.9012 0.9126 -1.0678 0.08 0.03 -0.03 -0.58
C -5.2861 -0.3449 -1.5150 0.09 -0.01 -0.03 -0.85
C -4.8896 -1.4671 -0.8082 -0.07 -0.01 -0.01 0.11
C -4.1460 -1.3396 0.3608 -0.11 0.06 0.10 -1.02
C -3.7499 -0.0831 0.7791 -0.12 -0.02 0.05 -0.26
S -5.2176 -3.0862 -1.4435 0.06 0.05 -0.01 1.44
O -5.6220 -2.9295 -2.8172 -0.08 0.00 0.01 -0.74
O -6.0767 -3.7757 -0.5171 0.00 -0.04 -0.02 -0.76
N -3.7982 -3.8735 -1.4194 -0.20 0.06 -0.13 -0.29
C -2.6571 -3.3358 -2.1772 -0.16 0.08 0.00 -1.49
C -1.7345 -2.4570 -1.3388 0.10 0.12 -0.05 1.18
C -1.2743 -3.0663 -0.0189 0.18 0.22 -0.16 0.59
O -2.0422 -3.8775 0.5529 0.11 -0.21 -0.14 -0.93
O -0.1562 -2.6953 0.4259 -0.16 -0.06 0.14 -0.50
H -3.9708 3.2003 -0.1483 -0.02 0.00 -0.01 0.34
H -2.4685 2.3987 0.2983 -0.01 -0.04 -0.05 0.19
H -3.7451 2.6044 1.5138 -0.03 0.00 0.01 0.50
H -5.1624 1.7907 -1.6449 0.00 0.01 -0.01 0.30
H -5.8440 -0.4644 -2.4340 -0.01 0.00 0.01 0.46
H -3.8116 -2.2200 0.8977 -0.08 0.03 0.00 0.69
H -3.1115 0.0102 1.6504 -0.24 0.04 -0.06 0.73
H -3.4873 -4.0693 -0.4617 0.00 -0.16 0.01 0.36
H -3.0445 -2.7606 -3.0194 0.01 -0.06 -0.05 0.46
H -2.1140 -4.1902 -2.5859 0.04 0.01 0.01 0.35
H -2.2498 -1.5273 -1.0787 0.17 -0.03 -0.07 -0.95
H -0.8594 -2.1617 -1.9186 0.03 -0.05 0.01 0.49
```
Forces are in eV/Å.

HOMO-LUMO gap   4.1 eV
HOMO energy   -0.001 Ha
Charge   -2
Strongest force on any atom   0.5 eV/Å
Energy above the lowest of the compared OMol25 structures with the same formula, charge and spin   0.0 kcal per mole